1.
26
Properties=species:S:1:pos:R:3:lowdin_charge:R:1 method="wB97M-V/def2-TZVPD" max_force_ev_per_a=3.40 lumo_energy_ev="0.71 / 0.63" homo_ev="-7.62 / -8.16" e_tot_ev=-20959.22581 relative_energy_kj_mol=563.4
C -2.422 0.667 -0.453 -0.09
C -2.319 1.868 -0.942 0.00
C -2.813 -0.747 -0.607 -0.20
C -2.674 -1.473 0.696 -0.21
C 0.631 -0.361 -1.823 -0.14
C 1.941 1.893 -0.229 -0.17
C 2.579 -1.154 0.541 -0.16
N -1.153 0.071 1.410 0.00
O -1.373 -1.253 1.248 -0.16
O 0.202 0.329 1.179 -0.23
Si 1.312 0.137 -0.046 0.47
H -1.666 2.555 -0.382 0.07
H -2.844 2.228 -1.803 0.05
H -3.836 -0.631 -0.992 0.13
H -2.130 -1.187 -1.345 0.12
H -3.382 -0.979 1.481 0.14
H -2.902 -2.651 0.625 0.17
H -0.271 0.153 -1.734 -0.04
H 1.263 -0.045 -2.637 0.02
H 0.603 -1.462 -1.877 0.03
H 1.436 2.551 0.552 0.05
H 2.967 1.828 0.071 0.00
H 1.767 2.268 -1.297 0.06
H 2.813 -0.992 1.564 0.01
H 2.383 -2.195 0.655 0.01
H 3.402 -1.040 -0.212 0.05


2.
160
Properties=species:S:1:pos:R:3:lowdin_charge:R:1 method="wB97M-V/def2-TZVPD" max_force_ev_per_a=1.73 lumo_energy_ev=-0.13 homo_ev=-10.45 e_tot_ev=-186627.68976 smiles="CCOC(=O)C(F)(F)F.CCOC(=O)C(F)(F)F.CCOC(=O)C(F)(F)F.CCOC(=O)C(F)(F)F.CCOC(=O)C(F)(F)F.CCOC(=O)C(F)(F)F.CCOC(=O)C(F)(F)F.CCOC(=O)C(F)(F)F.COP(=O)(OC)OC.COP(=O)(OC)OC.C[N+](=O)[O-].C[N+](=O)[O-]" relative_energy_kj_mol=0.0
C -4.063 -3.478 0.292 0.06
N -5.333 -2.719 0.056 -0.42
O -6.188 -2.765 0.917 0.07
O -5.378 -2.026 -0.938 0.07
H -3.292 -2.714 0.329 0.08
H -3.926 -4.246 -0.459 0.07
H -4.180 -3.962 1.257 0.09
C 5.636 0.561 2.801 0.04
N 4.430 -0.286 2.958 -0.43
O 4.222 -0.760 4.060 0.07
O 3.800 -0.554 1.962 0.06
H 5.413 1.602 3.031 0.10
H 5.936 0.541 1.759 0.09
H 6.406 0.207 3.474 0.10
C 1.672 1.145 0.217 -0.08
O 0.321 0.696 0.398 -0.23
P -0.059 -0.818 0.191 0.32
O 0.432 -1.378 -1.069 -0.21
O 0.288 -1.560 1.535 -0.22
C 1.196 -2.693 1.499 -0.06
O -1.623 -0.781 0.319 -0.22
C -2.456 0.164 -0.399 -0.04
H 2.142 1.287 1.189 0.08
H 1.632 2.102 -0.292 0.07
H 2.219 0.396 -0.353 0.07
H 0.595 -3.520 1.122 0.08
H 1.493 -2.956 2.507 0.09
H 2.027 -2.476 0.837 0.08
H -1.854 1.050 -0.595 0.08
H -3.320 0.369 0.223 0.07
H -2.753 -0.294 -1.341 0.09
C 0.239 1.793 -3.035 -0.06
O 1.375 1.753 -3.919 -0.20
P 1.373 0.732 -5.113 0.35
O 2.551 0.726 -5.980 -0.21
O 1.211 -0.670 -4.383 -0.20
C 0.373 -1.700 -4.885 -0.10
O 0.010 0.973 -5.890 -0.22
C 0.021 1.667 -7.138 -0.08
H 0.625 2.021 -2.047 0.06
H -0.246 0.817 -3.035 0.08
H -0.468 2.556 -3.354 0.10
H 0.000 -1.544 -5.899 0.09
H -0.521 -1.749 -4.255 0.09
H 0.833 -2.686 -4.878 0.09
H -0.645 2.529 -7.064 0.09
H -0.477 1.056 -7.896 0.09
H 1.019 1.928 -7.470 0.08
C -4.236 4.595 3.950 -0.04
C -4.143 3.237 3.275 -0.20
O -5.139 2.396 3.860 0.05
C -5.308 1.196 3.336 -0.39
O -4.741 0.744 2.388 0.15
C -6.386 0.391 4.091 -0.54
F -7.161 -0.242 3.220 0.18
F -5.795 -0.517 4.889 0.16
F -7.154 1.169 4.864 0.16
H -5.181 5.032 3.607 0.09
H -3.430 5.288 3.744 0.06
H -4.368 4.440 5.022 0.09
H -3.125 2.846 3.370 0.11
H -4.330 3.268 2.199 0.13
C -1.191 7.297 5.343 -0.06
C -0.197 6.269 4.897 -0.20
O -0.717 5.573 3.754 0.04
C 0.097 4.781 3.102 -0.41
O 1.215 4.485 3.408 0.17
C -0.527 4.171 1.836 -0.54
F -0.610 2.852 1.965 0.17
F -1.758 4.641 1.582 0.16
F 0.250 4.442 0.788 0.18
H -2.154 6.812 5.557 0.08
H -1.516 8.017 4.590 0.09
H -0.884 7.803 6.254 0.08
H 0.056 5.581 5.706 0.14
H 0.766 6.705 4.611 0.13
C 4.619 -0.360 -2.428 -0.03
C 4.902 0.785 -3.353 -0.20
O 5.617 0.283 -4.493 0.06
C 5.841 1.079 -5.494 -0.42
O 5.589 2.253 -5.545 0.14
C 6.558 0.403 -6.676 -0.53
F 6.870 -0.875 -6.429 0.16
F 5.815 0.469 -7.778 0.18
F 7.709 1.068 -6.906 0.15
H 3.896 -0.065 -1.669 0.06
H 5.534 -0.809 -2.050 0.09
H 4.087 -1.142 -2.981 0.09
H 5.564 1.533 -2.909 0.11
H 3.989 1.261 -3.703 0.10
C 5.819 -5.392 1.792 -0.04
C 4.633 -5.821 2.666 -0.18
O 3.955 -6.927 2.037 0.03
C 2.838 -6.686 1.379 -0.39
O 2.240 -5.649 1.369 0.16
C 2.395 -7.932 0.586 -0.55
F 3.367 -8.810 0.433 0.19
F 1.413 -8.552 1.294 0.15
F 1.871 -7.573 -0.575 0.18
H 5.529 -5.252 0.753 0.08
H 6.593 -6.142 1.921 0.08
H 6.164 -4.426 2.166 0.08
H 3.913 -5.040 2.888 0.12
H 5.068 -6.223 3.578 0.12
C -1.689 0.232 3.886 -0.04
C -0.203 0.412 3.973 -0.18
O 0.401 -0.345 5.059 0.05
C 0.403 0.207 6.251 -0.41
O 0.076 1.323 6.530 0.16
C 1.050 -0.721 7.312 -0.55
F 0.451 -0.501 8.490 0.16
F 0.859 -2.006 6.997 0.16
F 2.352 -0.499 7.459 0.18
H -2.198 0.340 4.847 0.09
H -1.890 -0.826 3.675 0.09
H -2.136 0.796 3.074 0.06
H 0.105 1.448 4.122 0.11
H 0.307 0.010 3.107 0.10
C 7.128 4.163 -3.823 -0.05
C 6.942 5.178 -2.712 -0.18
O 5.809 4.828 -1.889 0.05
C 5.972 3.779 -1.117 -0.42
O 6.982 3.185 -0.881 0.17
C 4.609 3.232 -0.646 -0.54
F 4.024 2.614 -1.664 0.17
F 4.775 2.364 0.358 0.15
F 3.807 4.202 -0.183 0.17
H 7.541 3.217 -3.493 0.08
H 7.787 4.571 -4.588 0.09
H 6.133 4.044 -4.257 0.08
H 6.831 6.192 -3.088 0.12
H 7.808 5.275 -2.050 0.12
C -10.862 -0.935 0.144 -0.05
C -9.459 -1.482 0.184 -0.18
O -8.488 -0.400 0.267 0.02
C -8.074 0.165 -0.831 -0.43
O -8.321 -0.153 -1.960 0.16
C -7.110 1.323 -0.519 -0.53
F -5.941 0.809 -0.108 0.15
F -6.903 2.088 -1.583 0.18
F -7.564 2.106 0.479 0.15
H -10.990 -0.368 -0.781 0.08
H -11.083 -0.306 1.003 0.08
H -11.570 -1.764 0.117 0.08
H -9.164 -2.086 -0.672 0.13
H -9.246 -2.027 1.101 0.12
C -0.228 -4.301 -2.110 -0.05
C -0.899 -5.350 -2.961 -0.18
O -1.692 -4.686 -3.960 0.04
C -2.979 -4.564 -3.757 -0.39
O -3.556 -4.681 -2.711 0.15
C -3.717 -3.918 -4.951 -0.55
F -4.722 -4.708 -5.338 0.17
F -4.206 -2.738 -4.591 0.18
F -2.907 -3.740 -6.007 0.16
H -0.945 -3.678 -1.578 0.07
H 0.377 -3.660 -2.748 0.06
H 0.455 -4.722 -1.370 0.08
H -1.532 -6.036 -2.399 0.12
H -0.143 -5.971 -3.440 0.13